DFT (the ωB97M-V functional and the def2-TZVPD basis) results for C21H31N5O5PTc as an isolated structure.

Each line ends with the Löwdin charge.
Cartesian coordinates (Å):
1 Tc -0.169 -0.263 0.733  1.252
2 N 0.129 -2.289 1.601  -0.046
3 C 0.159 -2.242 3.075  -0.200
4 C 0.839 -0.960 3.527  -0.174
5 N 0.260 0.229 2.858  -0.165
6 C -0.947 0.820 3.487  -0.176
7 C -2.222 0.096 3.069  -0.191
8 N -2.245 -0.109 1.603  -0.043
9 H -0.602 -2.916 1.269  0.080
10 H 1.025 -2.601 1.237  0.103
11 H 0.681 -3.100 3.501  0.128
12 H -0.869 -2.291 3.429  0.105
13 H 1.892 -0.996 3.243  0.121
14 H 0.783 -0.860 4.614  0.128
15 H 0.987 0.936 2.824  0.094
16 H -1.003 1.852 3.142  0.101
17 H -0.856 0.828 4.577  0.129
18 H -3.083 0.676 3.405  0.127
19 H -2.296 -0.875 3.554  0.105
20 H -2.741 0.643 1.133  0.088
21 H -2.717 -0.979 1.364  0.069
22 C 0.747 3.577 1.622  -0.092
23 O -0.457 3.011 1.095  -0.317
24 P -0.433 1.949 -0.132  0.654
25 O 0.540 2.712 -1.105  -0.280
26 C 1.556 2.197 -1.991  -0.068
27 O -1.913 2.143 -0.671  -0.312
28 C -2.346 3.372 -1.294  -0.058
29 H 0.647 4.659 1.611  0.099
30 H 1.618 3.293 1.031  0.080
31 H 0.878 3.247 2.655  0.078
32 H 2.478 2.723 -1.750  0.098
33 H 1.249 2.403 -3.011  0.095
34 H 1.680 1.129 -1.856  0.039
35 H -3.340 3.183 -1.687  0.093
36 H -1.670 3.637 -2.103  0.090
37 H -2.379 4.169 -0.553  0.090
38 O -0.363 0.226 -2.632  0.076
39 C -1.040 -0.695 -2.239  -0.409
40 N -1.146 -1.083 -0.901  -0.029
41 C -2.080 -2.098 -0.805  -0.422
42 O -2.435 -2.632 0.239  0.021
43 C -2.553 -2.442 -2.174  -0.096
44 C -3.454 -3.393 -2.606  0.012
45 C -3.701 -3.449 -3.975  -0.050
46 C -3.066 -2.581 -4.860  -0.049
47 C -2.161 -1.623 -4.408  0.013
48 C -1.921 -1.581 -3.051  -0.092
49 H -3.947 -4.059 -1.911  0.124
50 H -4.400 -4.179 -4.362  0.111
51 H -3.282 -2.654 -5.917  0.111
52 H -1.664 -0.944 -5.088  0.124
53 N 1.662 -0.203 0.387  -0.124
54 C 2.947 -0.106 0.022  -0.426
55 C 3.869 0.650 0.787  -0.050
56 C 5.187 0.766 0.394  -0.088
57 C 5.636 0.134 -0.763  -0.081
58 C 4.747 -0.619 -1.527  -0.080
59 C 3.425 -0.740 -1.150  -0.048
60 H 3.517 1.142 1.686  0.094
61 H 5.875 1.352 0.989  0.106
62 H 6.669 0.227 -1.067  0.105
63 H 5.093 -1.108 -2.428  0.108
64 H 2.725 -1.311 -1.750  0.110

Forces on atoms 1 to 2 (eV/Å):
-0.52 0.00 0.22
-0.04 0.07 0.02

Computed properties:
- Orbital gap (alpha / beta): 0.2622 / 0.2648 Eh
- Max |F|: 0.6 eV Å⁻¹
- Charge: +1
- E_HOMO (alpha / beta): -9.62 / -10.72 eV
- Energy: -1890.8715 Ha
- Molar mass: 562.5 g/mol
- Multiplicity: 4
- LUMO level (alpha / beta): -2.486 / -3.511 eV


DFT (the ωB97M-V functional and the def2-TZVPD basis) results for a 2-piece molecular cluster, C6H12N3O2P overall in a non-equilibrium geometry.

Each line ends with the Löwdin charge.
Cartesian coordinates (Å):
1 C -1.497 -1.636 -0.383  -0.157
2 C -1.870 -0.279 -0.416  -0.393
3 C 3.296 -0.199 0.582  -0.018
4 C 1.511 0.432 -1.280  -0.022
5 C -1.666 0.808 2.256  -0.227
6 C 1.969 0.543 0.207  -0.539
7 N -2.021 -2.214 -1.434  0.050
8 N -2.737 -0.105 -1.457  0.087
9 N -2.767 -1.303 -1.993  -0.092
10 O -1.512 2.437 -0.196  -0.395
11 O 1.016 -0.033 0.927  -0.037
12 P -1.288 1.134 0.515  0.770
13 H -0.635 -2.009 0.121  0.095
14 H 3.412 -1.081 0.051  0.055
15 H 4.051 0.567 0.454  0.082
16 H 3.105 -0.438 1.609  0.068
17 H 2.311 0.610 -2.016  0.099
18 H 0.662 1.145 -1.420  0.070
19 H 1.010 -0.457 -1.491  0.044
20 H -2.732 0.296 2.434  0.102
21 H -1.033 -0.009 2.414  -0.016
22 H -1.367 1.634 2.922  0.054
23 H 2.110 1.660 0.411  0.156
24 H -3.326 -1.502 -2.818  0.165

Forces on atoms 1 to 2 (eV/Å):
1.01 1.62 -0.46
-1.44 0.41 -0.48

Computed properties:
- Orbital gap (alpha / beta): 0.2864 / 0.2897 Eh
- Max |F|: 3.0 eV Å⁻¹
- Charge: 0
- E_HOMO (alpha / beta): -6.93 / -10.08 eV
- Energy: -891.7562 Ha
- Molar mass: 189.2 g/mol
- Multiplicity: 3
- LUMO level (alpha / beta): 0.859 / -2.201 eV


DFT (the ωB97M-V functional and the def2-TZVPD basis) results for one molecule with the formula C4H7NO2.

Each line ends with the Löwdin charge.
Cartesian coordinates (Å):
1 C -1.418 1.646 -0.362  0.054
2 C -1.111 0.357 -0.206  -0.476
3 N -1.556 -0.724 -0.953  0.133
4 O -0.296 -0.057 0.836  0.006
5 C 1.047 0.006 0.514  -0.356
6 C 1.915 -1.028 1.049  -0.060
7 O 1.535 -1.005 -0.334  -0.008
8 H -1.075 2.374 0.362  0.061
9 H -2.040 1.983 -1.184  0.056
10 H -0.854 -1.448 -1.045  0.093
11 H -1.974 -0.472 -1.839  0.098
12 H 1.400 1.012 0.283  0.163
13 H 1.462 -1.825 1.635  0.122
14 H 2.965 -0.820 1.245  0.114

Forces on atoms 1 to 2 (eV/Å):
-0.02 -0.10 0.03
-0.09 0.24 -0.11

Computed properties:
- Orbital gap: 0.3519 Eh
- Max |F|: 0.3 eV Å⁻¹
- SMILES: C=C(N)O[C@H]1CO1
- Charge: 0
- E_HOMO: -8.50 eV
- Energy: -361.7817 Ha
- Molar mass: 101.1 g/mol
- LUMO level: 1.071 eV


DFT (the ωB97M-V functional and the def2-TZVPD basis) results for a 2-piece molecular cluster, H2O3S2 overall in a non-equilibrium geometry.

Each line ends with the Löwdin charge.
Cartesian coordinates (Å):
1 O -1.964 0.030 -1.285  -0.420
2 O 0.997 0.016 -0.537  -0.654
3 O -1.341 0.628 0.970  -0.445
4 S -1.238 0.929 -0.429  0.867
5 S 1.788 -0.495 0.883  0.762
6 H 0.682 -0.449 1.629  -0.158
7 H 1.076 -0.659 -1.231  0.048

Forces on atoms 1 to 2 (eV/Å):
0.41 0.31 -0.20
0.73 -0.22 0.01

Computed properties:
- Orbital gap: 0.3445 Eh
- Max |F|: 1.1 eV Å⁻¹
- Charge: 0
- E_HOMO: -9.87 eV
- Energy: -1023.2491 Ha
- Molar mass: 114.1 g/mol
- LUMO level: -0.497 eV